8
Properties=species:S:1:pos:R:3:forces:R:3:mulliken_charge:R:1 method="wB97M-V/def2-TZVPD" charge=+1 e_homo_ha=-0.5763 gap_ev=10.463 spin_multiplicity=1 total_energy_ha=-245.28476
O 0.4292 1.0693 0.4145 1.133 1.950 0.190 -0.358
O -0.6183 1.3165 -0.5364 -0.669 2.740 0.246 -0.427
N -0.3331 -1.2221 -0.1513 0.518 -1.138 0.898 0.166
C 0.3317 -2.0321 0.2534 -1.978 2.142 -1.308 0.035
H -0.9854 2.2887 -0.3596 0.940 -2.969 -0.183 0.395
H 0.8624 -2.8610 0.3294 2.507 -3.535 0.939 0.433
H -0.8001 -0.3562 -0.2269 -1.319 2.025 -0.736 0.387
H 1.1137 1.7969 0.2769 -1.131 -1.215 -0.047 0.369

63
Properties=species:S:1:pos:R:3:forces:R:3:mulliken_charge:R:1 method="wB97M-V/def2-TZVPD" charge=0 e_homo_ha=-0.2976 gap_ev=7.596 spin_multiplicity=1 total_energy_ha=-6242.51015
Au 1.2437 -0.2248 -1.0306 -0.020 0.080 -0.004 0.070
Se -0.7121 2.1569 0.1095 0.052 -0.019 -0.004 0.097
Ge -3.2714 2.4224 2.0876 -0.031 0.013 0.003 0.384
P 3.0362 0.7793 -0.2248 0.006 0.007 -0.039 1.064
O 4.4086 -0.0317 -0.3304 0.018 0.013 0.028 -0.263
O 3.0028 1.1265 1.3212 0.006 -0.033 0.014 -0.505
O 1.4966 -3.3527 4.7738 -0.018 -0.059 -0.010 -0.610
O -2.2422 -2.3446 -1.0537 -0.008 0.054 0.034 -0.627
O -0.4660 -1.1503 -1.6859 0.059 -0.030 -0.088 -0.757
O 2.9830 -4.2106 3.4774 -0.006 -0.089 -0.003 -0.610
O 3.3062 2.1947 -0.8753 0.031 -0.016 -0.033 -0.248
N 1.9229 -3.6517 3.6749 0.046 0.197 0.008 1.059
C 1.1245 -3.2599 2.5015 -0.029 -0.039 0.000 -0.218
C 2.4812 0.1876 2.2980 -0.017 0.011 0.015 0.419
C -0.8058 -2.2085 1.5884 -0.001 -0.069 -0.016 -0.435
C 6.2264 -0.5661 -1.8005 -0.010 -0.008 -0.002 -1.236
C -3.4902 0.4860 2.0136 -0.022 -0.004 0.007 -0.397
C 3.5966 -0.6068 2.9339 -0.004 0.016 -0.020 -1.290
C -5.0022 3.3087 2.3005 -0.012 0.005 0.001 -1.115
C -0.3197 -2.4504 0.3078 -0.010 -0.011 0.080 -0.148
C 0.3846 3.5144 0.9735 -0.045 0.032 0.024 -0.691
C -1.1030 -1.9628 -0.8942 -0.064 -0.046 -0.028 0.383
C -2.4601 2.9904 0.3907 0.012 0.002 -0.005 -1.035
C 4.3665 3.0611 -0.3978 -0.004 0.004 0.003 -0.056
C -0.0768 -2.6009 2.6990 0.009 -0.013 0.005 -0.621
C 4.7420 -0.7055 -1.5675 0.002 0.014 0.008 -0.178
C 0.8837 -3.1327 0.1402 0.012 0.010 0.012 -0.184
C 4.7980 3.9426 -1.5426 -0.004 -0.001 0.004 -1.368
C 1.6126 -3.5514 1.2393 0.008 -0.001 0.010 -0.270
C -2.0952 2.8945 3.5764 0.020 -0.002 0.014 -1.097
H -1.7582 -1.7093 1.7080 0.071 -0.129 -0.014 0.728
H -2.5285 0.0151 1.8092 -0.077 0.163 0.010 -0.514
H 4.3436 0.0606 3.3634 0.001 0.000 -0.004 0.402
H -0.4227 -2.4077 3.7036 -0.001 0.005 0.004 0.511
H 5.1903 2.4493 -0.0269 0.004 0.003 -0.003 0.346
H 2.5455 -4.0852 1.1365 0.006 -0.009 -0.002 0.535
H 6.5018 0.4823 -1.9161 0.001 0.002 -0.001 0.258
H -3.8717 0.1045 2.9615 0.000 -0.006 0.005 0.426
H 3.1915 -1.2228 3.7379 0.006 -0.008 0.001 0.383
H -1.1454 2.3646 3.4898 0.001 0.011 0.005 0.215
H 5.5641 4.6400 -1.2024 0.002 0.000 -0.002 0.408
H 1.7433 -0.4591 1.8144 -0.003 0.007 -0.010 -0.229
H 0.6226 4.3118 0.2732 -0.019 0.006 0.013 0.338
H 3.9659 3.6429 0.4325 -0.004 -0.009 0.004 0.251
H 5.2085 3.3460 -2.3570 0.002 0.001 -0.003 0.309
H 1.9597 0.8044 3.0282 -0.005 -0.006 0.006 0.233
H -4.8810 4.3917 2.3410 -0.002 0.001 -0.001 0.341
H 1.2482 -3.3313 -0.8599 0.004 -0.009 0.001 0.525
H -0.1493 3.9146 1.8326 0.022 -0.016 -0.006 0.327
H -5.6611 3.0677 1.4659 -0.002 0.002 0.002 0.358
H 4.4464 -1.7497 -1.4614 -0.005 -0.009 -0.001 0.306
H 4.0848 -1.2550 2.2063 -0.008 -0.011 0.010 0.222
H -3.0826 2.6689 -0.4446 0.007 -0.005 -0.006 0.440
H 4.1711 -0.2727 -2.3920 0.001 0.004 -0.003 0.378
H -2.3358 4.0698 0.3067 0.001 0.003 0.000 0.440
H -5.4871 2.9846 3.2219 -0.001 0.001 0.001 0.355
H 1.3006 3.0374 1.3159 0.009 0.006 -0.027 0.019
H 3.9528 4.5141 -1.9247 0.001 0.003 0.002 0.315
H -1.8990 3.9671 3.6052 -0.003 0.000 0.005 0.349
H -2.5601 2.6114 4.5215 0.006 -0.010 0.001 0.399
H 6.5089 -1.0995 -2.7086 0.003 0.001 0.002 0.405
H -4.1846 0.2007 1.2230 0.008 -0.013 -0.007 0.413
H 6.7870 -0.9833 -0.9647 -0.002 0.000 0.002 0.292

47
Properties=species:S:1:pos:R:3:forces:R:3:mulliken_charge:R:1 method="wB97M-V/def2-TZVPD" charge=0 smiles="CS(=O)(=O)N(CC(=O)NCCSCc1ccco1)c1ccc2c(c1)OCO2" e_homo_ha=-0.2877 gap_ev=8.157 spin_multiplicity=1 total_energy_ha=-2017.09373
S 4.4454 1.7869 1.0753 0.084 0.015 0.039 -0.186
S -0.5174 -0.8870 0.5660 -0.398 -0.685 -0.088 1.012
O -6.8219 -0.0779 -0.3553 0.252 -0.039 -0.429 -0.481
O 6.1666 -0.9694 -0.2232 0.223 0.479 -0.020 -0.378
O 0.8157 -1.0648 0.0793 0.003 -0.291 -0.371 -0.577
O -0.6707 -0.2993 1.8627 -0.293 -0.012 0.209 -0.692
O 1.6780 1.2966 -2.0328 0.234 -0.133 -0.306 -0.673
O -5.6584 0.0633 1.6295 0.539 0.008 -0.011 -0.497
N -1.3237 0.0645 -0.5611 0.737 -0.499 0.520 0.144
N 0.6509 1.8752 -0.1047 -0.200 0.197 0.296 -0.041
C -5.4781 -0.0556 -0.6150 0.406 0.026 0.347 0.962
C -2.7229 0.0194 -0.5959 -0.951 0.033 0.061 0.057
C -3.4266 -0.0813 -1.7909 0.404 -0.005 0.127 -0.637
C 4.0137 -1.5328 -0.3194 0.347 0.575 -0.138 0.460
C -1.3682 -2.4818 0.5246 0.306 0.805 -0.008 -1.114
C -3.4046 0.0771 0.6308 -0.470 0.104 0.090 -0.853
C 4.7115 0.9531 -0.5495 0.043 0.158 0.599 -0.573
C 6.0789 -2.2991 -0.0605 -0.429 -0.801 0.101 -0.346
C -0.5479 0.4840 -1.7028 0.643 -0.077 -0.363 -0.599
C -6.9458 0.0196 1.0478 -1.129 0.054 0.616 -0.265
C 4.9078 -0.5012 -0.3832 -0.894 -0.261 -0.202 -0.073
C -4.7744 0.0317 0.5898 -0.156 -0.102 -0.588 0.594
C 0.7266 1.2282 -1.2858 -0.480 0.249 -0.076 0.241
C 1.8358 2.4802 0.4646 0.135 0.036 -0.184 -1.050
C 2.6664 1.4783 1.2751 0.498 0.124 -0.264 0.079
C -4.8199 -0.1096 -1.8173 -0.394 0.034 0.312 -1.142
C 4.7819 -2.7043 -0.1102 0.589 -0.011 0.092 -0.956
H -1.1439 1.1800 -2.2991 0.001 -0.098 0.127 0.571
H 3.8420 1.1646 -1.1710 0.105 -0.013 -0.119 0.110
H -7.4985 0.9368 1.3072 0.204 -0.173 -0.098 0.253
H -2.3928 -2.3456 0.8426 -0.145 -0.014 0.036 0.375
H 5.6054 1.4166 -0.9625 -0.062 0.019 -0.125 0.442
H 6.9960 -2.8373 0.0766 0.164 0.020 0.003 0.463
H 2.4720 0.4604 0.9387 -0.064 0.008 0.123 -0.215
H 4.4153 -3.7058 -0.0118 0.011 -0.235 0.027 0.421
H -2.8665 0.1624 1.5586 -0.007 0.080 0.145 0.696
H 1.5344 3.3269 1.0835 0.066 -0.009 -0.074 0.290
H 2.9487 -1.4681 -0.4126 -0.137 0.097 -0.071 0.621
H -2.8946 -0.1411 -2.7259 0.095 -0.015 -0.103 0.503
H -0.8370 -3.1356 1.2049 0.154 -0.001 0.141 0.465
H -0.2409 -0.3554 -2.3373 -0.007 0.183 -0.003 0.260
H -0.0902 1.6302 0.5347 -0.021 0.134 -0.145 0.339
H 2.4274 2.8529 -0.3760 -0.098 0.028 0.208 0.543
H -7.4936 -0.8551 1.4315 0.198 0.160 -0.119 0.249
H -5.3586 -0.1795 -2.7466 -0.069 -0.009 -0.139 0.430
H -1.3105 -2.8583 -0.4881 0.001 -0.049 -0.192 0.345
H 2.4552 1.5455 2.3405 -0.039 -0.095 0.017 0.424

116
Properties=species:S:1:pos:R:3:forces:R:3:mulliken_charge:R:1 method="wB97M-V/def2-TZVPD" charge=-2 e_homo_ha=-0.1191 gap_ev=5.713 spin_multiplicity=1 total_energy_ha=-5434.76650
Cl 1.8946 -2.9470 1.4996 -0.210 -0.265 0.647 -0.090
Cl 3.3260 -0.7378 -1.8513 0.077 -0.015 -0.253 -0.167
S 1.1040 -0.1218 -0.0650 -0.275 0.703 -0.556 0.905
S -1.3007 -1.3000 -0.7325 -1.221 0.220 -0.862 0.908
O 2.6422 7.0543 -1.5426 0.253 -0.064 -0.067 -0.641
O 4.8772 1.3641 -3.2225 -0.142 0.248 -0.028 -0.572
O -2.0415 -1.4931 -1.9681 0.036 -0.380 -0.852 -0.653
O 1.6646 1.1657 -0.3978 0.428 0.342 -0.089 -0.804
O 0.9354 8.3378 -1.7181 0.003 0.139 -0.242 -0.682
O 3.4013 -2.5115 6.1311 -0.078 0.273 0.020 -0.600
O -8.6980 -3.6540 -6.6156 -0.217 0.074 0.033 -0.632
O 5.1932 -0.0752 -4.7911 -0.054 -0.108 -0.178 -0.603
O 4.7932 -4.1433 6.2069 0.191 -0.081 0.001 -0.631
O -2.1350 -0.6367 0.2408 0.183 0.333 1.147 -0.637
O -5.9547 -8.9810 -2.6264 -0.206 -0.064 0.025 -0.642
O 0.7407 -0.2763 1.3103 -0.106 -0.460 0.552 -0.591
O -3.8991 -9.2453 -3.1695 0.180 -0.112 -0.093 -0.628
O -1.3729 -3.5168 0.7983 -1.716 0.672 1.290 -0.617
O -3.2427 3.5885 1.1330 -0.115 0.010 0.115 -0.605
O 1.8381 10.0385 5.7489 -0.018 -0.036 0.229 -0.632
O -7.1902 -4.8617 -7.5439 0.079 -0.153 -0.159 -0.624
O -2.0609 4.9485 2.2955 0.027 0.234 0.101 -0.626
O 2.4623 11.1673 4.0367 0.109 0.183 -0.106 -0.628
O -0.0705 -3.6385 -0.9530 -0.577 1.332 -0.582 -0.700
N 0.0047 -0.4468 -1.1350 -0.007 -0.409 0.471 -0.212
N 1.4465 7.2318 -1.6147 -0.112 0.013 0.097 1.110
N 3.6686 -3.6892 6.1289 -0.049 -0.131 0.026 1.058
N -2.5445 3.8494 2.0897 0.098 -0.154 -0.229 1.069
N 5.5791 0.7283 -3.9682 0.165 0.012 0.038 1.069
N 1.9134 10.2143 4.5500 -0.048 -0.104 -0.082 1.025
N -4.8061 -8.5870 -2.7017 0.002 0.115 0.026 1.023
N -7.5504 -4.0373 -6.7292 0.085 0.041 0.091 1.019
C -4.6414 -2.3615 -4.1751 0.100 0.091 0.113 -0.613
C 2.8356 -5.9985 6.0973 0.093 -0.209 0.010 -0.417
C 1.3881 9.3824 2.2974 0.031 0.075 -0.180 -0.757
C -5.2241 -5.2380 -1.1383 0.135 -0.013 -0.050 -0.627
C -6.5400 -3.4649 -5.8320 0.035 0.015 0.023 0.047
C -4.2697 -3.2993 -5.1297 -0.060 0.033 0.030 -0.491
C 7.8792 0.2524 -4.7082 0.120 -0.133 -0.163 -0.447
C 0.4805 -6.4438 5.9422 0.011 -0.005 0.019 -0.429
C 9.2459 0.4454 -4.5901 0.031 0.071 0.070 -0.361
C -3.2030 -6.7657 -2.2905 0.045 0.038 0.017 -0.641
C 2.7753 -2.3864 0.1480 -0.388 0.908 -0.187 0.771
C 1.7875 -6.9007 6.0438 -0.098 0.034 0.009 -0.358
C -4.4999 -7.2450 -2.1968 0.044 0.052 0.021 0.021
C 0.1113 7.3639 2.0205 0.008 -0.003 -0.067 -0.390
C -3.9278 -4.7434 -1.2137 -0.070 0.155 0.056 -0.241
C -1.4772 3.0764 4.1605 0.107 0.127 0.148 -0.020
C -5.5179 -6.4984 -1.6311 -0.203 0.076 0.062 -0.275
C 0.0384 7.2109 3.3984 0.019 0.014 -0.023 -0.119
C 1.2975 9.2147 3.6667 -0.033 -0.032 -0.030 0.048
C 1.2614 -4.1724 5.9441 -0.161 0.175 -0.017 -0.431
C 1.0972 4.8156 -1.3306 0.071 -0.044 0.027 -0.768
C -2.4126 0.4977 3.6975 0.024 -0.026 0.116 -0.442
C -2.9222 -5.5050 -1.7917 0.225 0.071 -0.090 -0.229
C -5.9740 -1.9880 -4.0524 0.068 -0.061 -0.059 -0.551
C -0.8901 -3.0396 -0.2079 2.611 -2.123 -0.569 0.462
C 0.7890 8.4470 1.4708 -0.112 -0.186 0.035 -0.022
C 2.5533 -4.6474 6.0500 -0.062 -0.065 -0.017 0.122
C 0.2195 -5.0828 5.8899 0.002 -0.088 0.027 -0.409
C 0.6360 8.1401 4.2327 -0.082 -0.128 0.111 -0.508
C 9.7455 1.3176 -3.6326 -0.010 0.000 -0.003 -0.411
C -1.1379 3.9474 -1.2388 -0.147 0.074 0.019 -0.623
C -0.8120 6.2977 -1.5754 -0.150 0.115 0.028 -0.231
C 7.0355 0.9418 -3.8620 0.073 -0.030 0.020 0.050
C -2.2405 2.7774 3.0459 0.013 -0.031 0.047 0.298
C -2.7115 1.5060 2.7965 -0.110 -0.147 -0.158 -0.394
C -1.1918 2.0658 5.0578 -0.029 -0.092 0.027 -0.582
C 0.2329 3.7432 -1.1925 -0.260 -0.301 0.057 -0.285
C 8.8776 2.0045 -2.7951 0.063 -0.052 -0.074 -0.420
C 7.5094 1.8190 -2.9085 0.046 0.167 0.187 -0.333
C -1.6608 0.7775 4.8265 -0.014 0.040 -0.008 -0.465
C 0.5562 6.0776 -1.5162 -0.064 -0.117 -0.029 0.055
C 2.4402 -1.2472 -0.4641 0.212 -0.615 0.404 -0.220
C 3.8531 -3.3136 -0.2367 -0.030 -0.402 -0.319 -1.519
C -5.2211 -3.8595 -5.9654 0.187 -0.086 -0.048 -0.347
C -6.9340 -2.5389 -4.8840 -0.109 0.144 0.140 -0.292
C -1.6638 5.2200 -1.4272 0.054 -0.105 -0.016 -0.383
H -3.8918 -1.9231 -3.5269 0.109 -0.023 0.102 0.738
H -6.2618 -1.2617 -3.3057 -0.002 0.018 0.028 0.433
H 7.4786 -0.4256 -5.4459 -0.121 -0.007 0.029 0.440
H 4.5876 -3.4063 0.5515 0.268 0.061 0.249 0.303
H -1.4300 -0.0137 5.5272 0.037 -0.020 0.001 0.372
H -1.7967 3.0998 -1.1068 -0.023 -0.034 -0.022 0.692
H 1.9137 10.2265 1.8789 0.037 0.053 0.079 0.464
H -2.7339 5.3706 -1.4462 -0.026 0.006 0.013 0.373
H 6.8243 2.3461 -2.2622 -0.106 -0.060 -0.021 0.496
H 3.3999 -4.2870 -0.3713 -0.097 -0.369 -0.021 0.323
H 10.8137 1.4608 -3.5376 0.022 0.007 -0.001 0.363
H 0.5848 8.0294 5.3046 0.051 0.087 0.041 0.446
H -3.2331 -3.5909 -5.2193 0.033 -0.014 0.027 0.463
H -0.3630 6.6361 1.3738 -0.004 -0.013 0.031 0.401
H -3.6871 -3.7629 -0.8227 0.046 0.009 0.009 0.414
H -4.9389 -4.5891 -6.7084 -0.091 -0.027 -0.049 0.451
H -2.7595 -0.5062 3.5072 0.039 -0.064 -0.129 0.361
H -6.0074 -4.6400 -0.6932 -0.024 0.009 0.013 0.402
H -7.9700 -2.2507 -4.7957 -0.051 -0.056 -0.080 0.449
H 0.5865 2.7315 -1.0193 0.284 0.147 -0.064 0.544
H -6.5215 -6.8912 -1.5763 0.010 -0.103 -0.042 0.456
H -1.9155 -5.1046 -1.8508 0.021 0.038 0.106 0.457
H -1.1098 4.0774 4.3241 -0.026 0.030 -0.077 0.269
H -0.4881 6.3663 3.8197 -0.021 -0.005 -0.041 0.293
H -0.5972 2.2797 5.9353 0.032 0.009 0.003 0.380
H 3.8550 -6.3428 6.1739 0.061 0.095 -0.006 0.437
H 9.9214 -0.0887 -5.2437 0.008 -0.021 -0.021 0.358
H -2.4249 -7.3631 -2.7391 -0.036 -0.091 -0.021 0.451
H -3.2841 1.2917 1.9103 0.043 -0.025 -0.179 0.356
H -1.2039 7.2933 -1.7151 0.096 0.060 -0.010 0.408
H -0.3369 -7.1508 5.9009 -0.018 -0.013 -0.032 0.369
H 1.0623 -3.1127 5.8986 0.129 0.048 -0.037 0.555
H -0.7967 -4.7269 5.8033 -0.021 0.025 -0.056 0.369
H 2.1647 4.6658 -1.2819 0.041 0.079 -0.005 0.563
H 1.9908 -7.9617 6.0809 0.017 -0.025 -0.016 0.363
H 0.8397 8.5536 0.3949 0.015 0.146 0.179 0.421
H 4.3167 -3.0415 -1.1679 0.269 0.230 -0.251 0.410
H 9.2655 2.6837 -2.0492 -0.003 0.021 0.026 0.363